{
  "formula": "C41H28Cl2F5NO6PdSb",
  "method": "ωB97M-V/def2-TZVPD",
  "symbols": ["Sb", "Pd", "Cl", "Cl", "F", "F", "F", "F", "F", "O", "O", "O", "O", "O", "O", "N", "C", "C", "C", "C", "C", "C", "C", "C", "C", "C", "C", "C", "C", "C", "C", "C", "C", "C", "C", "C", "C", "C", "C", "C", "C", "C", "C", "C", "C", "C", "C", "C", "C", "C", "C", "C", "C", "C", "C", "C", "C", "H", "H", "H", "H", "H", "H", "H", "H", "H", "H", "H", "H", "H", "H", "H", "H", "H", "H", "H", "H", "H", "H", "H", "H", "H", "H", "H", "H"],
  "xyz": [[-3.2098, -0.8261, -1.9410], [-0.2726, 0.4210, -0.6187], [4.9774, -3.1404, 2.9475], [1.7917, 1.2246, 3.4317], [-7.4710, 0.1950, 2.4609], [2.5842, -2.9753, -2.7367], [-5.7974, -6.3553, -3.3044], [-2.0407, -1.1863, 0.9939], [-2.1986, 0.9346, 1.3039], [1.7755, 0.9185, -1.5767], [-2.0153, 1.3717, -1.5520], [2.9630, 4.7415, -0.5718], [1.6334, -0.3554, 0.2213], [-3.1421, 3.3104, -1.6336], [1.7362, 5.5831, -2.3233], [3.9436, -0.5814, 2.0591], [-2.1366, 2.6780, -1.4409], [-5.2581, -2.8066, -3.0849], [3.4805, -2.5837, 5.1150], [-5.8705, -4.0152, -3.3666], [1.2215, 3.2431, 0.2659], [-5.0996, -1.5453, 0.3925], [0.9037, -1.4271, -3.2108], [2.3011, 0.1703, -0.7239], [-4.5774, -0.4680, -0.3167], [4.4447, 0.8747, 0.1980], [2.1619, -0.5999, 5.3409], [4.4190, 0.6360, 1.5849], [-6.0145, 1.0547, 0.8441], [1.7503, 4.1420, -0.6071], [2.5644, -0.1771, 4.0841], [-0.3257, -0.8868, -2.8834], [-5.0294, 0.8268, -0.1044], [-3.3203, -3.9702, -2.2445], [5.4866, 2.7700, 1.9582], [-0.0936, 2.7937, 0.0058], [-3.9327, -5.1865, -2.5084], [4.9622, 1.5920, 2.4501], [-3.9928, -2.7788, -2.5039], [-5.2011, -5.1865, -3.0581], [1.3987, -2.4613, -2.4343], [-1.3180, -0.0711, 1.1828], [-6.5174, -0.0226, 1.5509], [-0.5158, -2.4284, -1.0142], [-0.8001, 3.2823, -1.1205], [0.7098, -2.9734, -1.3487], [4.9759, 2.0716, -0.2721], [-1.0583, -1.3717, -1.7753], [1.0129, 4.6540, -1.6922], [2.9611, 5.7238, -1.6005], [-0.2601, 4.2182, -1.9868], [-6.0759, -1.3198, 1.3475], [5.4932, 3.0194, 0.5914], [3.8068, -0.0904, -0.7696], [3.8956, -2.1522, 3.8711], [2.6231, -1.7938, 5.8618], [3.4852, -0.9229, 3.3244], [-0.7579, -0.1296, -3.5262], [-4.6107, 1.6561, -0.6628], [-4.7391, -2.5508, 0.2158], [-0.6527, 2.3849, 0.8411], [-6.3966, 2.0480, 1.0361], [5.9090, 3.4963, 2.6402], [2.2967, -2.1244, 6.8377], [-6.4989, -2.1287, 1.9278], [4.9791, 2.2488, -1.3416], [1.4615, 0.0069, 5.8988], [-0.7753, -0.1779, 2.1232], [4.9981, 1.3840, 3.5117], [3.8385, -3.5281, 5.5005], [1.1396, -3.7796, -0.7691], [4.0210, -1.3571, 1.4264], [5.9144, 3.9374, 0.2042], [1.4770, -1.0568, -4.0491], [-3.4380, -6.1250, -2.2971], [-1.0485, -2.8280, -0.1655], [3.8040, 5.5633, -2.2729], [-5.7748, -1.8830, -3.3182], [3.9843, -1.1385, -0.5216], [-0.8233, 4.5958, -2.8285], [1.7770, 2.9074, 1.1293], [-2.3211, -3.9646, -1.8370], [-6.8502, -4.0659, -3.8223], [4.1532, 0.0959, -1.7831], [3.0159, 6.7216, -1.1596]],
  "forces_ev_per_a": [[-0.889, -0.267, -0.713], [-0.164, 0.942, 2.154], [0.039, -0.123, -0.002], [0.015, 0.273, -0.191], [-0.040, 0.003, 0.068], [0.132, -0.042, -0.029], [-0.044, -0.087, -0.037], [0.267, -0.160, 0.114], [0.061, 0.153, 0.189], [-0.160, -0.177, -0.249], [0.843, -1.116, 0.643], [-0.121, -0.032, -0.063], [-1.806, 0.200, -0.404], [0.076, -0.323, -0.058], [-0.306, -0.190, -0.087], [-0.409, 0.019, -0.094], [0.252, 0.907, 0.135], [0.021, 0.002, 0.070], [-0.002, -0.086, 0.003], [-0.088, -0.064, -0.072], [0.299, 0.138, -0.013], [-0.094, 0.175, 0.142], [-0.143, 0.123, -0.143], [1.068, 0.253, -0.521], [0.810, -0.552, -0.430], [-0.035, 0.099, 0.316], [-0.060, 0.115, 0.077], [0.343, 0.304, 0.008], [-0.070, 0.062, 0.031], [-0.085, -0.049, 0.238], [0.261, -0.560, -0.103], [0.152, -0.716, -0.433], [0.086, 0.010, 0.042], [-0.167, -0.044, -0.082], [-0.007, 0.157, -0.163], [0.244, -0.325, 0.340], [0.032, -0.096, -0.042], [-0.150, -0.271, -0.009], [0.481, 0.577, 0.289], [0.126, 0.177, 0.052], [-0.171, 0.044, 0.072], [-0.924, 0.426, -1.252], [0.123, 0.010, -0.146], [0.315, 0.044, -0.166], [-0.360, -0.180, -0.054], [-0.117, -0.226, 0.087], [-0.018, -0.158, 0.003], [-0.375, -0.043, 0.295], [0.165, -0.040, 0.068], [0.470, 0.248, 0.086], [-0.007, 0.023, -0.166], [-0.051, -0.109, 0.054], [0.085, 0.053, 0.075], [-0.564, 0.069, 0.156], [-0.012, 0.278, 0.116], [0.005, -0.044, -0.009], [0.017, 0.065, 0.090], [0.056, 0.124, 0.088], [-0.077, 0.023, 0.002], [-0.070, -0.026, -0.006], [-0.044, 0.063, -0.077], [-0.009, -0.006, 0.005], [-0.007, -0.025, 0.026], [0.013, 0.032, 0.013], [-0.025, 0.022, 0.005], [0.010, 0.010, 0.000], [0.005, 0.014, -0.028], [0.918, 0.161, -0.421], [-0.055, -0.004, 0.027], [0.012, -0.007, -0.040], [0.023, -0.003, -0.037], [0.049, -0.069, 0.024], [-0.015, -0.004, 0.012], [0.019, -0.010, 0.011], [-0.022, -0.013, -0.016], [0.007, 0.058, 0.057], [-0.086, -0.106, -0.027], [-0.057, -0.017, 0.013], [0.085, 0.024, -0.058], [0.010, 0.020, 0.011], [0.037, -0.041, 0.061], [0.001, -0.058, 0.054], [-0.006, 0.009, 0.025], [0.017, 0.000, -0.002], [-0.139, -0.038, -0.007]],
  "mulliken_charge": [1.465, -0.344, -0.209, -0.161, -0.324, -0.394, -0.310, -0.146, -0.216, -0.752, 0.077, -0.447, -0.361, -0.604, -0.449, 0.111, -0.128, -0.589, -0.500, -0.576, -1.503, -0.256, -0.876, 2.055, 0.133, 0.266, -0.783, 0.009, -0.688, 1.130, 1.271, 0.334, -0.469, 0.003, -0.794, -1.021, -0.760, -0.090, -0.015, 0.269, 0.262, 0.435, 0.265, 0.087, 0.951, -1.109, -0.734, -0.911, 1.004, -0.346, -1.432, -0.654, -0.698, -1.474, 0.388, -0.477, -1.184, 0.547, 0.416, 0.450, 1.317, 0.486, 0.422, 0.404, 0.462, 0.378, 0.457, 0.388, 0.529, 0.434, 0.526, 0.263, 0.468, 0.481, 0.473, 0.711, 0.317, 0.375, 0.495, 0.600, 0.240, 0.298, 0.452, 0.589, 0.289],
  "charge": 1,
  "gap_ev": [3.4, 3.4],
  "e_above_lowest_ev": 3.878
}

***

{
  "formula": "C41H29AsBBrF7InN2O2S",
  "method": "ωB97M-V/def2-TZVPD",
  "symbols": ["In", "Br", "As", "S", "F", "F", "F", "F", "F", "F", "F", "O", "O", "N", "N", "C", "C", "C", "C", "C", "C", "C", "C", "C", "C", "C", "C", "C", "C", "C", "C", "C", "C", "C", "C", "C", "C", "C", "C", "C", "C", "C", "C", "C", "C", "C", "C", "C", "C", "C", "C", "C", "C", "C", "C", "C", "B", "H", "H", "H", "H", "H", "H", "H", "H", "H", "H", "H", "H", "H", "H", "H", "H", "H", "H", "H", "H", "H", "H", "H", "H", "H", "H", "H", "H", "H"],
  "xyz": [[1.3760, 0.6691, -1.3702], [-1.9728, 3.1498, 5.1558], [2.5963, -0.9323, 0.5462], [0.7558, -1.5053, -2.2815], [-6.1486, 4.6183, -5.5118], [-5.2745, 6.5520, -5.0737], [-4.6930, 5.4707, -6.8604], [4.0609, 3.1919, -2.5749], [2.9340, 1.2007, -3.0566], [3.4474, 1.6866, -0.9254], [5.1670, 1.1685, -2.3887], [0.9533, 2.1132, 0.9064], [-0.5362, 0.1061, 0.1772], [-3.1435, -0.9085, 0.2245], [-3.5431, -1.4835, 2.3493], [-2.5135, 2.7203, -4.5077], [-0.4563, 2.5798, 2.8275], [0.0383, 2.1003, -2.0775], [2.7320, -4.9720, -1.8803], [-2.9314, -0.6477, 1.5634], [1.9521, -3.9225, -2.3331], [2.6181, -2.5921, -0.4469], [-0.4396, -2.5714, 2.9625], [1.6992, 3.3030, 1.2145], [5.8900, -1.4101, 3.1302], [-0.1393, 1.8729, 1.6843], [-3.9921, -2.0010, 0.1583], [1.3673, -1.3085, 1.9947], [-3.5196, 3.3746, -5.1927], [6.9427, -0.9933, 2.3260], [-2.3774, 1.1547, 3.1809], [-5.0064, 5.3307, -5.5593], [-5.0471, -3.4326, 1.7907], [6.6965, -0.5419, 1.0350], [3.4629, -4.8446, -0.7032], [-4.2266, -2.3452, 1.4901], [0.5173, -2.4101, 1.9657], [-4.5583, -2.6857, -0.9133], [-0.9407, 0.8052, 1.2854], [4.5851, -1.3834, 2.6492], [-1.8842, 3.3355, -3.4213], [-0.5392, -1.6471, 3.9950], [0.3167, -0.5536, 4.0328], [-2.0664, 0.4625, 2.0074], [-3.2871, 5.2743, -3.7316], [5.3984, -0.5094, 0.5489], [-5.3722, -3.7563, -0.5966], [1.8714, -2.7218, -1.6186], [4.3455, -0.9400, 1.3553], [-2.2791, 4.6171, -3.0424], [3.4082, -3.6537, -0.0019], [1.2597, -0.3790, 3.0284], [-0.8478, 2.6477, -2.6941], [-5.6110, -4.1278, 0.7383], [-1.5688, 2.1947, 3.5735], [-3.9082, 4.6490, -4.7988], [3.9848, 1.8547, -2.3044], [3.9926, -3.5463, 0.9028], [-5.8351, -4.3234, -1.3946], [7.9567, -1.0169, 2.7069], [-1.2979, -1.7702, 4.7591], [-0.9627, -0.7634, 0.1444], [0.1537, 3.4074, 3.1600], [-3.2468, 0.8572, 3.7509], [0.5857, -3.1293, 1.1592], [-4.0108, 2.8945, -6.0312], [7.5132, -0.2063, 0.4071], [-1.1170, -3.4160, 2.9253], [-5.2299, -3.7088, 2.8217], [2.4507, 3.4091, 0.4496], [-3.5946, 6.2672, -3.4315], [4.0771, -5.6595, -0.3408], [-2.2055, 1.7265, -4.8039], [-4.3745, -2.3999, -1.9429], [0.2314, 0.1783, 4.8275], [1.3922, -4.0150, -3.2563], [1.0325, 4.1660, 1.2033], [6.0797, -1.7601, 4.1378], [-1.7929, 5.0930, -2.2014], [1.9046, 0.4924, 3.0450], [3.7751, -1.7229, 3.2792], [-6.2521, -4.9773, 0.9401], [-2.9376, -0.2794, -0.5358], [2.1741, 3.2079, 2.1926], [5.2091, -0.1372, -0.4520], [2.7757, -5.8911, -2.4532]],
  "forces_ev_per_a": [[0.367, -0.131, 0.148], [0.017, -0.017, 0.008], [-0.310, -0.254, -0.152], [-0.018, -0.215, -0.041], [-0.071, 0.035, -0.037], [-0.077, 0.031, -0.079], [-0.049, 0.048, -0.032], [-0.024, -0.357, -0.061], [0.199, 0.043, 0.060], [-0.159, 0.127, -0.072], [-0.193, 0.069, -0.073], [0.161, 0.198, 0.174], [-0.044, 0.321, 0.128], [0.046, -0.057, -0.119], [-0.135, -0.097, -0.208], [0.013, -0.034, 0.006], [-0.069, 0.070, 0.084], [0.018, 0.021, -0.125], [-0.011, 0.047, 0.023], [0.002, 0.109, 0.026], [0.019, -0.025, -0.007], [0.080, 0.010, 0.161], [0.034, 0.010, -0.016], [-0.258, -0.131, 0.073], [-0.020, 0.010, 0.004], [0.078, 0.144, -0.111], [0.004, 0.191, -0.051], [0.109, 0.069, 0.122], [-0.007, -0.069, 0.006], [-0.042, -0.006, 0.007], [-0.026, -0.029, -0.048], [0.107, -0.073, 0.106], [-0.006, -0.034, 0.021], [0.011, -0.010, 0.040], [-0.031, 0.010, -0.046], [0.005, -0.079, 0.274], [-0.066, 0.078, 0.056], [0.004, 0.000, 0.008], [-0.134, -0.142, -0.191], [0.144, -0.046, -0.007], [0.074, -0.075, 0.110], [0.088, -0.010, 0.042], [0.068, -0.151, 0.046], [-0.298, -0.093, -0.016], [0.031, 0.006, 0.104], [-0.014, 0.029, 0.008], [0.009, 0.003, 0.044], [-0.106, 0.033, -0.159], [0.077, 0.265, -0.150], [-0.015, 0.028, 0.017], [-0.005, 0.012, -0.055], [0.043, -0.174, 0.075], [-0.076, 0.187, -0.038], [0.028, 0.031, 0.006], [-0.011, 0.027, -0.096], [0.063, 0.000, -0.034], [-0.093, 0.161, 0.200], [0.014, 0.039, 0.034], [0.011, 0.016, 0.032], [-0.043, 0.001, -0.007], [0.033, 0.007, -0.065], [0.144, -0.091, -0.083], [-0.056, -0.052, -0.001], [0.027, 0.025, -0.008], [0.029, -0.049, -0.021], [0.039, 0.026, 0.038], [-0.046, -0.020, 0.023], [0.020, 0.036, 0.003], [-0.007, -0.006, -0.041], [0.170, -0.072, -0.211], [0.030, -0.042, -0.015], [-0.026, 0.026, -0.027], [0.008, 0.014, -0.009], [0.007, -0.014, 0.087], [0.023, -0.045, -0.014], [0.022, -0.013, 0.050], [0.022, 0.012, -0.004], [0.002, 0.010, -0.036], [0.000, 0.003, -0.021], [0.054, -0.014, 0.021], [-0.091, 0.003, 0.026], [0.025, 0.045, -0.007], [0.011, 0.024, 0.028], [0.016, -0.002, -0.007], [0.039, -0.033, 0.040], [-0.006, 0.047, 0.030]],
  "mulliken_charge": [2.053, -0.170, 1.177, -0.404, -0.253, -0.281, -0.251, -0.339, -0.502, -0.442, -0.351, 0.629, -0.040, 0.082, -0.614, -0.465, -0.076, -1.459, -0.597, -0.695, -0.754, -0.391, -0.603, -1.204, -0.700, -0.676, 0.562, 0.457, -0.910, -0.461, -0.327, 0.825, -0.923, -0.706, -0.871, 0.653, -0.788, -1.146, 0.417, 0.062, 0.310, -0.465, -0.841, 1.155, -0.508, -0.678, -0.466, 0.915, 0.091, -0.693, -0.271, -0.351, 0.644, -0.484, -0.778, 0.339, 0.570, 0.438, 0.392, 0.374, 0.329, 0.221, 0.602, 0.626, 0.472, 0.375, 0.452, 0.413, 0.455, 0.214, 0.453, 0.409, 0.498, 0.432, 0.444, 0.444, 0.337, 0.415, 0.471, 0.606, 0.413, 0.394, 0.218, 0.358, 0.358, 0.375],
  "gap_ev": 8.4,
  "e_above_lowest_ev": 0.177
}